Entry 1:
DFT (ωB97M-V/def2-TZVPD) results for 2 unconnected molecules or ions with the total composition C5H12N2S at a distorted geometry.

Atoms and positions in Å:
S -1.217 1.614 0.289
N 0.332 -0.895 0.663
N 1.183 -0.004 0.234
C 2.480 0.089 0.240
C -2.873 -0.474 0.976
C -1.655 -0.556 -1.167
C 3.087 1.248 -0.393
C -2.045 0.210 -0.001
H -2.577 -0.794 -1.725
H 2.414 1.953 -0.573
H 3.081 -0.692 0.718
H -3.865 -0.702 0.481
H -0.992 0.000 -1.806
H -3.077 -0.038 1.993
H 3.521 0.980 -1.437
H 0.860 -1.780 0.759
H 0.693 0.897 0.054
H 3.998 1.589 0.209
H -2.465 -1.393 1.269
H -0.884 -1.252 -0.784

Net charge: 0
Molecular weight, g mol⁻¹: 132.2
HOMO-LUMO gap (spin up / spin down), eV: 7.6 / 7.6

Now the Löwdin charges, all in e:
1 S 0.733
2 N -0.037
3 N -0.188
4 C -0.173
5 C -0.138
6 C -0.177
7 C -0.097
8 C -0.835
9 H 0.098
10 H 0.013
11 H 0.123
12 H 0.110
13 H 0.056
14 H 0.099
15 H 0.109
16 H 0.065
17 H 0.005
18 H 0.104
19 H 0.062
20 H 0.068

Entry 2:
DFT (ωB97M-V/def2-TZVPD) results for a molecular structure, C55H96F36N9O24PS12 at a distorted geometry.

Atoms and positions in Å:
S -6.256 6.369 6.193
S 1.277 0.601 6.648
S 1.416 -1.756 5.637
S 1.522 -6.431 -4.033
S -6.204 -2.269 -0.844
S -4.804 4.242 5.972
S 5.129 -0.471 -1.870
S 4.339 -5.332 3.221
S 3.594 -6.061 5.623
S -0.793 -5.846 -5.312
S 3.076 0.784 -2.919
S -6.759 -2.237 1.704
P -3.133 2.257 -5.831
F 5.121 -6.738 7.711
F 7.317 -0.989 -0.195
F 2.544 -7.239 2.638
F -0.448 1.169 4.706
F 0.709 -4.206 4.504
F 2.062 -3.854 -4.746
F -1.961 -7.660 -3.683
F -2.362 -7.912 -5.823
F 0.733 0.592 -1.698
F 4.439 -7.730 1.772
F -6.193 -0.577 -3.041
F -4.401 -0.693 -2.005
F -4.663 -2.652 3.389
F -8.339 7.923 6.770
F -6.544 -2.887 4.382
F -4.187 4.176 3.403
F -5.226 2.360 4.129
F 7.763 0.352 -1.974
F 3.067 -7.045 8.078
F 0.530 -3.982 6.649
F -8.815 6.532 5.131
F 4.142 -8.438 6.787
F -1.011 -3.163 5.377
F 1.117 -4.069 -2.687
F 6.711 1.041 -0.170
F -1.131 1.955 6.627
F -5.725 -0.798 4.019
F 0.528 2.858 5.650
F 2.196 0.792 -0.265
F 3.173 -6.174 0.889
F -0.463 -8.440 -5.000
F -8.775 5.773 7.153
F 1.549 2.581 -1.490
F -6.040 0.469 -1.178
F 3.178 -4.591 -2.955
F -3.076 2.810 4.617
O -7.050 -3.683 1.682
O 2.803 1.801 -3.970
O -5.406 -3.381 -1.409
O -5.701 7.533 5.511
O 1.442 1.055 8.000
O 5.492 -1.280 -3.022
O -5.216 3.138 6.862
O 2.728 -0.576 -3.398
O 2.495 0.770 5.862
O -5.838 6.376 7.629
O -7.880 -1.300 1.705
O -7.683 -2.386 -0.966
O -1.177 -4.913 -4.258
O 2.683 -2.131 6.226
O 0.697 -6.801 -2.849
O -1.438 -5.508 -6.628
O 1.527 -1.269 4.264
O 4.345 -1.125 -0.844
O -3.605 5.013 6.287
O 2.378 -6.643 5.107
O 2.822 -7.168 -4.120
O 5.526 -4.819 2.450
O 3.288 -4.318 3.265
O 3.394 -4.702 6.121
N 4.858 -6.222 4.699
N -6.181 5.084 5.394
N 0.596 -0.965 6.602
N -1.109 6.948 4.782
N -5.647 -1.828 0.695
N 4.587 1.022 -2.188
N -1.443 -2.486 0.710
N 0.919 -6.133 -5.442
N 9.544 -4.139 -2.028
C -2.465 0.074 2.035
C -3.310 2.633 -4.127
C -1.010 -1.357 -5.304
C -1.831 -2.394 2.195
C 2.330 -3.149 0.515
C 6.943 -3.978 -1.626
C -7.773 -0.597 -6.190
C 1.825 1.254 -1.474
C -2.089 3.179 -1.856
C -8.207 6.652 6.331
C -0.789 3.911 2.255
C 8.302 -4.661 -1.205
C -2.175 -0.347 -5.425
C -0.724 7.218 7.341
C -1.387 5.899 3.669
C 12.092 -4.328 -1.900
C -3.368 3.372 -1.014
C -2.533 6.347 -6.860
C -0.511 -1.896 -6.649
C 0.069 -2.370 0.511
C 6.864 0.007 -0.994
C -1.725 -0.973 2.845
C 1.983 -4.580 -3.609
C -7.001 0.635 -6.567
C -4.695 1.852 -6.651
C -2.097 7.899 7.497
C -4.277 3.324 4.387
C -5.685 -0.655 -1.791
C -5.458 0.510 -6.358
C -2.124 0.090 0.581
C 0.923 -3.576 0.996
C 3.602 -6.699 2.036
C 9.661 -2.562 -1.904
C 5.699 -4.615 -0.844
C -3.046 7.749 -6.519
C -1.738 1.076 -5.844
C -1.444 -7.588 -4.927
C 11.016 -2.080 -2.422
C 0.333 -3.426 5.524
C -0.107 8.011 4.324
C -5.875 -2.117 3.461
C 3.974 -7.187 7.151
C 12.163 -2.766 -1.715
C -0.053 1.697 5.837
C -0.247 5.021 3.097
C -2.022 -3.732 0.031
C 9.398 -4.593 -3.503
C -2.440 8.720 6.275
C -2.475 3.896 -6.410
C 10.732 -4.863 -1.427
C -2.259 3.455 -3.399
C -3.289 5.182 -6.239
C -2.173 -1.265 -0.044
C -2.499 7.746 5.100
C -0.560 6.271 6.074
H 8.890 -2.101 -2.522
H -1.123 0.515 0.653
H -3.109 -3.655 0.021
H -2.352 1.105 2.369
H -2.384 3.696 -7.478
H -7.218 -1.478 -6.512
H -3.401 5.255 -5.157
H 0.657 -4.507 0.496
H -2.413 8.408 -7.114
H 9.574 -2.118 -0.912
H -5.139 -0.311 -6.999
H -0.362 -0.997 -7.248
H -4.552 2.007 -7.720
H -1.673 -3.774 -1.001
H -3.933 4.272 -1.258
H 8.350 -4.335 -3.659
H -1.229 3.427 -3.752
H 0.397 4.581 3.858
H -0.083 8.750 5.125
H -1.324 -2.501 -7.049
H -1.379 0.969 -6.868
H 7.055 -2.964 -1.240
H -4.286 5.141 -6.678
H -8.753 -0.581 -6.667
H -1.290 -3.181 2.720
H -3.302 7.015 5.192
H 0.868 7.536 4.213
H -2.712 -0.898 -6.197
H -3.226 1.648 -3.667
H -2.901 7.190 7.693
H -3.224 -1.544 0.035
H 5.117 -5.222 -1.537
H 8.318 -4.327 -0.168
H -1.737 9.550 6.196
H 12.312 -4.632 -2.923
H -0.165 -0.939 -4.756
H -0.346 8.431 3.347
H -4.098 7.950 -6.723
H -2.252 5.426 4.133
H 5.866 -5.273 0.008
H -1.867 6.512 2.906
H 0.530 5.604 2.603
H -5.254 2.734 -6.339
H -2.140 -0.988 3.853
H -2.762 -0.242 -4.513
H 12.245 -2.495 -0.663
H -2.960 7.881 -5.440
H 0.387 -2.487 -6.469
H -2.733 0.839 0.075
H 10.620 -4.608 -0.373
H -1.618 -4.660 0.435
H -2.714 8.267 4.167
H 3.090 -3.845 0.869
H -1.755 2.142 -1.812
H -2.832 -2.825 2.188
H -3.250 3.346 0.069
H -1.004 1.419 -5.115
H 9.607 -5.662 -3.539
H -2.568 4.497 -3.324
H -0.975 5.267 6.156
H -2.447 6.248 -7.942
H 10.983 -1.011 -2.212
H -3.450 9.087 6.454
H -1.392 3.208 2.831
H 0.493 6.040 5.916
H -1.870 8.530 8.357
H 5.030 -3.855 -0.440
H -4.085 2.587 -1.253
H 8.286 -5.750 -1.183
H 11.227 -2.175 -3.487
H -1.332 3.763 -1.333
H -1.980 -1.305 -1.116
H -1.351 -2.294 -4.862
H -7.298 1.522 -6.008
H 6.654 -3.811 -2.664
H 13.114 -2.449 -2.143
H -1.359 4.315 1.418
H -7.200 0.762 -7.631
H -4.285 3.012 -3.821
H 10.585 -5.923 -1.634
H -1.474 3.863 -5.980
H -0.403 6.651 8.215
H 0.954 -3.620 2.084
H 10.203 -4.119 -4.065
H 0.432 -1.450 0.968
H 0.249 -2.117 -0.534
H -1.522 6.291 -6.456
H -3.537 -0.088 2.148
H 2.706 -2.244 0.991
H 12.845 -4.815 -1.281
H 2.384 -2.946 -0.555
H -0.747 -0.515 2.991
H -7.896 -0.703 -5.112
H 0.108 7.918 7.261
H -5.217 0.165 -5.353
H -0.013 3.315 1.775

Net charge: -1
Molecular weight, g mol⁻¹: 2367.1
Multiplicity: 2
HOMO-LUMO gap (spin up / spin down), eV: 7.9 / 3.8

Atomic partial charges in e from the Löwdin method, atoms 1 to 99:
1 S 0.551
2 S 0.705
3 S 0.576
4 S 0.603
5 S 0.703
6 S 0.716
7 S 0.589
8 S 0.746
9 S 0.543
10 S 0.722
11 S 0.679
12 S 0.581
13 P 1.015
14 F 0.095
15 F 0.095
16 F 0.114
17 F 0.160
18 F 0.150
19 F 0.099
20 F 0.125
21 F 0.141
22 F 0.127
23 F 0.114
24 F 0.099
25 F 0.128
26 F 0.098
27 F 0.106
28 F 0.094
29 F 0.146
30 F 0.115
31 F 0.076
32 F 0.165
33 F 0.207
34 F 0.107
35 F 0.155
36 F 0.106
37 F 0.076
38 F 0.124
39 F 0.137
40 F 0.032
41 F 0.152
42 F 0.116
43 F 0.139
44 F 0.146
45 F 0.140
46 F 0.102
47 F 0.140
48 F 0.077
49 F 0.123
50 O -0.321
51 O -0.357
52 O -0.313
53 O -0.339
54 O -0.253
55 O -0.317
56 O -0.289
57 O -0.331
58 O -0.272
59 O -0.350
60 O -0.314
61 O -0.319
62 O -0.333
63 O -0.092
64 O -0.337
65 O -0.353
66 O -0.190
67 O -0.314
68 O -0.336
69 O -0.329
70 O -0.343
71 O -0.365
72 O -0.329
73 O -0.341
74 N -0.280
75 N -0.291
76 N -0.164
77 N -0.202
78 N -0.326
79 N -0.311
80 N -0.190
81 N -0.322
82 N -0.222
83 C -0.207
84 C -0.293
85 C -0.247
86 C -0.055
87 C -0.105
88 C -0.182
89 C -0.105
90 C -0.641
91 C -0.227
92 C -0.605
93 C -0.091
94 C -0.085
95 C -0.231
96 C -0.137
97 C -0.094
98 C -0.145
99 C -0.100

Entry 3:
DFT (ωB97M-V/def2-TZVPD) results for a molecular structure, C20H58F6LiN9O22S2 at a distorted geometry.

Atoms and positions in Å:
S -0.549 -0.128 -1.747
S 0.951 -0.973 0.229
F 1.805 0.511 2.234
F -2.136 -1.387 -3.392
F -3.034 -0.894 -1.453
F 1.967 -1.622 2.579
F -1.631 -2.515 -1.613
F 0.042 -0.629 2.683
O 4.901 2.700 3.948
O 4.381 -5.458 1.527
O 0.479 -0.620 -2.602
O -1.428 2.336 1.655
O -1.122 1.157 -2.044
O 1.485 3.392 -1.086
O -3.038 0.278 -7.203
O -5.295 0.445 -1.723
O -3.645 1.455 0.184
O 1.069 -2.392 0.056
O -3.468 3.004 -4.919
O -3.181 -2.174 -8.343
O 1.931 1.011 5.237
O -1.710 0.538 7.042
O 0.360 -2.893 -5.219
O -2.895 -0.375 2.392
O -3.310 -1.475 5.022
O 5.535 -4.507 -0.808
O 3.596 -2.609 7.340
O -0.358 3.795 -3.208
O 2.845 3.933 1.236
O 2.015 -0.198 -0.372
N -4.585 0.276 -3.888
N 1.935 -2.910 -6.816
N 3.380 -2.930 5.105
N 2.305 -1.747 -4.841
N 0.215 2.829 3.187
N -0.368 4.311 1.537
N 5.186 -1.776 5.950
N -0.457 -0.326 -0.073
N -6.384 -0.953 -3.135
C -0.587 3.102 2.116
C -1.548 0.103 5.702
C -5.422 -0.023 -2.852
C -4.194 -0.342 1.795
C 3.404 2.959 0.392
C -2.362 -0.810 -6.525
C 1.231 -0.671 2.043
C 4.482 -3.792 -0.159
C -3.026 -2.101 -6.934
C -1.939 -1.345 5.431
C -1.206 3.288 -4.201
C 3.843 2.623 4.923
C -2.669 3.625 -3.903
C 3.332 1.191 4.940
C 3.571 -4.719 0.607
C 4.027 -2.460 6.213
C -1.941 -1.309 -2.097
C 1.451 -2.504 -5.584
C -4.444 1.078 1.313
C 2.846 3.005 -1.046
Li -1.910 0.577 0.869
H 3.809 -2.881 4.198
H -2.269 -2.863 -6.743
H -5.510 1.150 1.067
H 5.667 -1.324 6.702
H 3.083 -1.287 -5.272
H 5.796 -5.243 -0.246
H 5.740 2.593 4.403
H -1.682 -2.075 6.210
H 0.409 1.860 3.372
H 3.564 0.680 4.011
H 2.861 -4.104 1.167
H -1.374 -1.751 4.585
H -0.993 3.739 -5.175
H -2.270 0.660 5.106
H 4.281 2.946 5.866
H 2.451 -3.300 5.146
H 3.024 2.017 -1.486
H -2.712 1.107 -6.841
H 3.217 1.961 0.778
H -3.978 -2.186 -6.409
H 1.850 0.717 6.146
H -1.277 -0.733 -6.635
H -6.938 -1.299 -2.376
H 4.007 -6.331 1.662
H -3.879 -1.229 5.759
H -2.722 4.710 -4.048
H 1.009 3.433 3.330
H -6.633 -1.173 -4.081
H -4.550 -0.367 -4.658
H 1.173 -3.255 -7.375
H 0.458 4.823 1.795
H 3.030 -5.378 -0.073
H -3.522 -1.313 -8.620
H 2.100 -1.584 -3.870
H -4.194 1.846 2.045
H -1.150 -0.013 7.598
H 3.805 0.694 5.792
H -0.072 3.082 -2.626
H -4.248 -1.006 0.929
H 4.959 -3.069 0.509
H -2.509 -0.606 -5.459
H 3.427 3.698 -1.661
H -1.126 2.202 -4.319
H 2.864 4.795 0.810
H -0.528 0.292 5.357
H -4.394 3.003 -4.665
H -4.114 1.209 -0.638
H 1.082 3.105 -0.257
H 3.084 3.334 4.593
H -0.802 4.602 0.680
H 5.590 -1.862 5.037
H -2.913 -0.884 3.211
H 3.918 -3.348 -0.977
H 2.705 -2.469 -7.286
H 4.494 3.048 0.308
H -4.980 -0.573 2.516
H -2.990 3.310 -2.909
H -3.856 0.937 -3.686

Net charge: 0
Molecular weight, g mol⁻¹: 961.8
HOMO-LUMO gap, eV: 9.8

Atomic partial charges in e from the Löwdin method, atoms 1 to 99:
1 S 0.654
2 S 0.576
3 F 0.128
4 F 0.158
5 F 0.121
6 F 0.155
7 F 0.148
8 F 0.103
9 O -0.077
10 O -0.077
11 O -0.256
12 O -0.027
13 O -0.265
14 O -0.063
15 O -0.085
16 O 0.011
17 O -0.147
18 O -0.267
19 O -0.094
20 O -0.062
21 O -0.088
22 O -0.053
23 O 0.027
24 O -0.122
25 O -0.080
26 O -0.075
27 O 0.021
28 O -0.062
29 O -0.069
30 O -0.301
31 N 0.193
32 N 0.137
33 N 0.160
34 N 0.168
35 N 0.195
36 N 0.179
37 N 0.146
38 N -0.343
39 N 0.167
40 C -0.632
41 C -0.231
42 C -0.627
43 C -0.201
44 C -0.234
45 C -0.229
46 C -0.648
47 C -0.237
48 C -0.235
49 C -0.215
50 C -0.271
51 C -0.206
52 C -0.224
53 C -0.215
54 C -0.237
55 C -0.692
56 C -0.670
57 C -0.680
58 C -0.225
59 C -0.224
60 Li 0.606
61 H 0.086
62 H 0.122
63 H 0.125
64 H 0.102
65 H 0.093
66 H 0.069
67 H 0.079
68 H 0.126
69 H 0.063
70 H 0.106
71 H 0.097
72 H 0.110
73 H 0.122
74 H 0.127
75 H 0.119
76 H 0.102
77 H 0.109
78 H 0.071
79 H 0.094
80 H 0.112
81 H 0.081
82 H 0.121
83 H 0.105
84 H 0.085
85 H 0.104
86 H 0.118
87 H 0.086
88 H 0.099
89 H 0.088
90 H 0.094
91 H 0.091
92 H 0.129
93 H 0.075
94 H 0.079
95 H 0.124
96 H 0.085
97 H 0.106
98 H 0.038
99 H 0.121

Entry 4:
DFT (ωB97M-V/def2-TZVPD) results for a molecular structure, C12H7N2O5Pd at a distorted geometry.

Atoms and positions in Å:
Pd -0.216 0.011 -1.966
O -2.824 0.695 -0.748
O -3.928 0.387 -4.084
O -0.459 -0.853 -4.939
O 0.815 2.908 -2.591
O 1.117 -2.732 -1.042
N 2.191 1.100 1.506
N 0.785 0.452 -0.044
C 0.572 -1.807 -1.453
C -2.917 0.455 -3.552
C 1.246 -0.311 3.411
C -0.658 -1.671 2.647
C 0.541 1.824 -2.328
C -1.987 1.153 -1.477
C -0.616 -1.076 1.384
C -0.434 -0.637 -3.813
C 0.266 -1.294 3.638
C 1.261 0.277 2.150
C 1.854 1.184 0.194
C 0.367 -0.125 1.146
H -1.413 -2.436 2.856
H -1.826 2.250 -1.677
H 2.955 1.607 1.945
H 1.963 -0.022 4.183
H 2.425 1.765 -0.519
H -1.288 -1.315 0.567
H 0.207 -1.787 4.608

Net charge: +1
Molecular weight, g mol⁻¹: 365.6
Multiplicity: 3
HOMO-LUMO gap (spin up / spin down), eV: 7.6 / 7.0

Now the Löwdin charges, all in e:
1 Pd 0.655
2 O 0.057
3 O 0.150
4 O 0.165
5 O 0.175
6 O 0.167
7 N 0.142
8 N -0.032
9 C -0.091
10 C 0.029
11 C 0.008
12 C -0.050
13 C -0.131
14 C -0.301
15 C -0.032
16 C -0.183
17 C -0.055
18 C -0.172
19 C -0.121
20 C -0.242
21 H 0.119
22 H 0.100
23 H 0.177
24 H 0.122
25 H 0.135
26 H 0.094
27 H 0.115